(1)
107
Properties=species:S:1:pos:R:3:forces:R:3:mulliken_charge:R:1 method="wB97M-V/def2-TZVPD" energy_ev=-248450.39167 relative_energy_kcal_mol=0.0 largest_force_ev_per_a=0.89 homo_ev="-10.278 / -10.122" total_charge=+1
I 2.652167 2.434086 -5.795836 0.0 0.0 0.0 0.12
Ru 1.016132 -0.064491 -0.612560 0.5 0.5 0.6 -1.75
Se 0.840550 -0.117472 1.939412 -0.1 0.0 -0.1 -0.45
Se 3.259648 0.729215 -0.329139 -0.6 -0.2 -0.3 -0.46
S -0.008151 1.982394 -0.790651 0.2 0.0 -0.4 0.65
S 2.884189 3.778002 -0.465176 0.0 -0.2 0.0 -0.33
P 2.973035 0.156084 1.791305 0.3 0.1 0.4 1.08
P 0.992701 3.633766 -0.027042 0.0 -0.1 0.2 -0.29
Si -2.266891 -1.475761 -0.855972 0.2 -0.1 0.1 -2.84
O 0.812541 3.669179 1.536129 0.1 0.1 0.0 -0.17
O -0.778660 -0.856522 -0.744799 -0.2 -0.1 -0.2 4.03
O 0.104682 4.842429 -0.509501 -0.1 -0.1 0.1 0.03
N 1.224740 -4.409793 -0.116294 0.1 -0.2 0.0 -0.83
N 0.340324 -3.829002 1.983590 0.0 0.0 0.1 -0.19
N 1.176240 -0.128688 -2.700756 -0.2 0.1 -0.3 0.77
N 0.263436 -5.996881 1.198402 0.1 0.0 0.0 -0.37
N 1.727314 -2.037972 -0.470891 -0.2 -0.3 -0.2 -0.07
C 4.569962 -2.978415 3.780026 0.0 0.0 0.0 -0.71
C -2.473386 -4.410843 -4.507354 0.0 0.0 0.0 -0.73
C -1.648919 4.661403 -2.194579 0.0 0.0 0.0 -1.05
C 4.694357 3.500653 4.369257 0.0 0.0 0.0 -0.55
C -1.598452 3.310984 1.925830 0.0 0.0 0.0 -0.94
C -1.670380 -4.707387 -3.412614 0.0 0.0 -0.1 -0.69
C -0.514170 5.559753 2.367084 0.0 0.0 0.0 -1.56
C 1.729985 0.872850 -4.788114 0.0 0.0 0.0 -0.57
C 0.743052 5.087870 -2.887362 0.0 0.0 0.0 -1.29
C 1.767316 0.845445 -3.406316 0.0 0.0 0.0 -0.11
C 4.584348 -2.050852 1.158198 0.0 0.0 0.0 -0.35
C -2.718576 -2.379721 3.163384 0.0 0.0 0.0 -0.85
C -5.596326 1.735695 -1.492454 0.0 0.0 0.0 -0.66
C -0.321473 5.294286 -1.833635 0.0 0.1 0.0 0.47
C 0.616148 -4.719147 1.026682 -0.2 0.0 0.1 0.75
C 5.543830 2.646375 3.675382 0.0 0.0 0.0 -0.65
C -2.642773 -2.411414 0.733362 -0.1 0.0 0.0 0.93
C 3.321663 3.319653 4.316784 0.0 0.0 0.0 -0.55
C -2.398830 -2.671319 -2.301628 0.0 0.0 0.0 0.40
C -3.244482 -3.259939 -4.499985 0.0 0.0 0.0 -0.77
C -0.346045 4.053149 2.341766 0.0 -0.1 0.0 0.71
C 5.249631 -3.681555 2.791588 0.0 0.0 0.0 -0.50
C -4.795794 -0.245424 -0.397618 0.0 0.0 0.1 -0.41
C -2.416269 -1.770321 1.955329 0.0 0.0 0.0 -0.19
C -3.575899 -0.160983 -1.069995 0.1 0.1 0.0 0.33
C 5.257413 -3.220223 1.485089 0.0 0.0 0.0 -0.72
C -3.261102 -3.660167 3.172180 0.0 0.0 0.0 -0.61
C -4.393101 1.836364 -2.176702 0.0 0.0 0.0 -0.84
C 0.532928 -1.102731 -3.355035 0.1 0.0 0.0 -0.55
C -3.204765 -3.687291 0.765824 0.1 -0.1 0.0 -0.38
C 3.906146 -1.347441 2.145515 0.0 0.0 -0.1 0.66
C -3.206128 -2.402986 -3.406707 0.0 0.1 0.0 -0.52
C 0.460660 -1.139712 -4.736006 0.0 0.0 0.1 -1.12
C 3.897665 -1.813302 3.460532 0.0 0.1 0.0 -0.47
C 5.018246 1.612756 2.923394 0.0 -0.1 0.0 -0.69
C -3.393945 0.899578 -1.961050 0.1 0.0 -0.1 0.18
C -5.796783 0.692788 -0.602160 0.0 0.0 0.0 -0.75
C 1.489661 -3.161697 -0.303308 0.1 0.3 0.0 0.56
C 1.063732 -0.135489 -5.470513 0.0 0.0 0.0 -0.25
C 3.635062 1.435566 2.865701 0.0 0.0 0.0 0.83
C -3.505534 -4.311866 1.971399 0.0 0.0 0.0 -0.71
C 2.787091 2.289305 3.557998 -0.1 0.0 0.0 -0.17
C -1.642836 -3.847539 -2.327345 0.0 0.0 0.0 0.49
H 5.788096 -3.766801 0.717565 0.0 0.0 0.0 0.43
H 2.267113 1.629062 -2.849027 -0.1 0.0 0.0 0.31
H -6.734983 0.607614 -0.069542 0.0 0.0 0.0 0.42
H 4.584201 -1.693417 0.135913 0.0 0.0 0.0 0.32
H -2.008539 -0.764230 1.959163 0.0 0.0 0.0 0.56
H 1.698968 5.508517 -2.584573 0.0 0.0 0.0 0.38
H -4.240129 2.641838 -2.881816 0.0 0.1 0.0 0.51
H -1.073161 -5.610274 -3.407176 0.0 0.0 0.0 0.45
H 5.679936 0.942518 2.386677 0.0 0.0 0.0 0.40
H -2.460905 0.983516 -2.510164 0.0 0.0 0.0 0.38
H -2.501772 -5.079338 -5.357569 0.0 0.0 0.0 0.39
H -0.069949 -1.951067 -5.214803 0.0 0.0 0.0 0.50
H -3.946586 -5.300923 1.972897 0.0 0.0 0.0 0.43
H -3.516070 -4.135657 4.110613 0.0 0.0 0.0 0.36
H -1.517637 3.638703 -2.543754 0.0 -0.1 0.0 0.15
H -0.991689 5.924823 1.460479 0.0 0.0 0.0 0.22
H 0.472269 -2.843234 1.795013 0.0 0.1 0.0 -0.17
H -0.034231 3.719882 3.333434 0.0 0.0 0.0 0.42
H 3.368777 -1.264300 4.231365 0.0 0.0 0.0 0.46
H -0.173987 -6.321369 2.041286 0.0 0.0 0.0 0.21
H -3.406313 -4.207090 -0.163590 0.0 0.0 0.0 0.40
H -0.469255 6.362236 -1.664290 0.0 0.0 0.0 0.29
H 6.614667 2.786757 3.725337 0.0 0.0 0.0 0.43
H -2.399455 3.553937 2.624982 0.0 0.0 0.0 0.59
H -2.111501 5.243207 -2.993264 0.0 0.0 0.0 0.57
H 4.570374 -3.337607 4.800056 0.0 0.0 0.0 0.45
H -1.920420 3.609361 0.927778 0.0 0.0 0.0 0.03
H 0.519121 -6.658272 0.486816 0.0 0.0 0.0 0.24
H 0.882058 4.026108 -3.099877 0.0 0.0 0.0 0.11
H -1.013268 -4.098205 -1.483701 0.1 0.0 0.1 0.30
H 1.021629 -0.134420 -6.551021 0.0 0.0 0.0 0.43
H -3.882116 -3.030317 -5.343963 0.0 0.0 0.0 0.43
H -3.817451 -1.507874 -3.416524 0.0 0.0 0.0 0.39
H -0.299005 -4.049119 2.731412 0.0 0.0 -0.1 0.20
H 2.665970 3.984732 4.862699 0.0 0.0 0.0 0.44
H -6.377220 2.466708 -1.656824 0.0 0.0 0.0 0.40
H -1.440914 2.232444 1.932269 0.0 0.0 0.0 0.03
H -1.137740 5.828688 3.220342 0.0 0.0 0.0 0.51
H 0.419760 5.578253 -3.806395 0.0 0.0 0.0 0.50
H 5.778777 -4.590347 3.045725 0.0 0.0 0.0 0.43
H 1.716883 2.140176 3.502474 0.0 0.0 0.0 0.00
H 5.109080 4.310686 4.953923 0.0 0.0 0.0 0.41
H 0.450623 6.053114 2.478594 0.0 0.0 0.0 0.36
H -2.325807 4.654901 -1.340549 0.0 0.0 0.0 0.22
H -2.546181 -1.856781 4.095543 0.0 0.0 0.0 0.42
H -4.971978 -1.056837 0.299576 0.0 0.0 0.0 0.38
H 0.062984 -1.855598 -2.745564 0.0 0.0 0.0 0.55

=====

(2)
105
Properties=species:S:1:pos:R:3:forces:R:3:mulliken_charge:R:1 method="wB97M-V/def2-TZVPD" energy_ev=-78143.86467 relative_energy_kcal_mol=10.7 largest_force_ev_per_a=3.26 homo_ev=-7.877 total_charge=0
Ba 0.201035 -2.196159 0.446395 -1.4 -2.8 0.9 1.87
Cl 3.535218 5.148078 -0.306054 0.0 0.5 0.0 -0.22
O -4.510426 3.197241 -1.317534 0.1 0.1 0.0 -0.65
O 2.980199 -1.207208 -3.110067 -0.1 -0.1 0.1 -0.77
O 0.950050 1.551804 3.026970 -0.1 -0.2 0.0 -0.78
N 1.681104 -0.295226 0.074529 1.2 1.6 -0.3 0.04
N 1.067475 -4.860260 1.648013 -0.1 0.2 -0.2 -0.13
N 2.643633 -6.807990 2.820864 0.0 0.1 0.1 -0.64
N -2.430395 1.109557 -1.564283 -0.2 0.4 -0.1 1.52
N 0.321106 -0.614152 2.449574 0.4 0.9 0.4 0.08
N -3.493542 0.273179 -1.646414 0.5 -0.1 0.2 -1.08
N 1.476693 -2.334150 -1.739417 0.7 0.4 -0.9 0.43
N -1.732103 -0.737303 -0.650181 -1.0 0.2 -0.4 0.14
N 2.840933 -7.890982 0.790684 0.0 0.2 0.2 -0.42
C 1.249100 -5.499972 -4.516253 0.0 0.0 0.0 -0.78
C -1.621815 -0.857711 3.918265 -0.1 -0.1 -0.2 1.14
C 2.377060 -4.402456 -2.680215 0.0 0.0 0.1 1.45
C 0.536417 4.134978 -2.738938 0.0 0.0 0.0 0.05
C 3.232722 1.931805 -0.402009 0.2 -0.2 0.0 -0.88
C 0.309057 -4.480599 -4.541857 0.0 0.0 0.0 -0.91
C -3.303923 2.672099 1.101121 0.0 0.0 0.0 -1.68
C 2.505306 1.828434 0.775316 0.0 0.2 -0.1 -0.42
C 2.281496 -5.452727 -3.588572 0.0 0.0 0.0 -1.03
C 0.933565 0.572341 2.275197 0.0 -0.1 0.1 -0.33
C -2.984513 4.859888 -2.177984 0.1 0.1 0.1 -1.56
C 2.388491 -0.196584 -1.064699 -0.2 -0.1 0.2 0.53
C -1.788582 5.030655 -3.140414 0.0 0.0 0.0 -1.28
C 0.062778 -1.179158 6.107686 0.0 -0.1 0.0 -1.01
C -3.147217 5.106412 0.750513 -0.1 0.1 0.0 -2.04
C 1.756981 4.141252 -2.076075 0.1 0.0 -0.1 -0.85
C -2.668219 3.755007 0.206659 0.0 -0.1 0.0 2.63
C 1.099472 6.156206 -0.932651 0.0 0.1 0.0 -0.88
C 1.540754 -5.867097 0.938670 -0.2 0.3 -0.1 -0.48
C -1.315120 -1.213418 6.288039 0.1 0.0 0.0 -0.77
C 1.406351 -3.388275 -2.698456 0.1 0.1 0.1 -0.63
C 3.535534 -4.316962 -1.718731 0.0 0.0 -0.1 -1.31
C -0.236439 -0.804653 3.745137 0.2 0.1 -0.1 -0.70
C -1.144927 3.701999 0.412506 0.0 0.0 -0.1 -0.34
C 0.374951 -3.417470 -3.644679 -0.1 0.0 0.0 1.18
C -0.426122 5.109010 -2.496628 0.0 0.1 0.0 -0.08
C -0.652143 -2.310786 -3.703406 0.1 -0.1 0.0 -1.11
C 0.618848 -0.980147 4.848386 0.0 0.0 0.0 1.50
C 2.303869 -1.329888 -2.085243 -0.1 -0.1 0.0 -1.04
C 2.339217 -6.859480 1.527472 0.2 -0.2 0.0 0.68
C 2.022456 5.146609 -1.164462 -0.1 0.0 0.0 0.21
C -0.114043 6.132064 -1.603232 0.1 0.1 -0.1 0.04
C 2.156743 -5.781236 3.519288 0.1 -0.1 0.0 -0.41
C -3.130064 3.576978 -1.297436 0.0 -0.1 0.1 1.86
C 1.369992 -4.801172 2.951752 -0.1 0.0 0.0 -0.23
C 2.116048 -0.933940 4.679748 -0.1 0.1 0.1 -1.42
C -2.405859 2.478217 -2.077452 0.0 -0.3 0.2 -2.28
C -3.027664 -0.821612 -1.083318 0.0 0.2 0.0 -0.60
C -1.404964 0.496399 -0.984028 0.2 0.0 0.0 -0.48
C -2.147522 -1.057031 5.191712 0.0 0.0 0.0 -0.87
C 1.729995 0.701774 0.978126 0.0 -0.3 -0.1 0.34
C 3.174777 0.908726 -1.338880 0.0 0.0 0.1 -0.70
C -2.539039 -0.717217 2.726670 0.0 0.1 0.1 -0.75
H 3.204387 -4.136492 -0.693943 0.0 0.0 0.0 0.18
H 2.614884 -1.354642 5.553817 0.0 0.0 0.0 0.51
H -5.018406 3.879305 -0.863946 0.0 0.0 0.0 0.60
H -0.591085 4.300768 -0.312904 -0.2 -0.2 0.3 -0.92
H 0.330002 3.340502 -3.450778 0.0 0.1 0.0 0.45
H -2.544547 5.940588 0.381163 -0.1 -0.1 0.1 0.43
H -3.141888 1.659286 0.730962 0.0 0.1 0.0 -0.15
H -0.197095 -1.338324 -3.513338 0.0 0.0 0.0 0.14
H -3.041294 5.742300 -1.540705 0.0 0.0 -0.1 0.48
H 2.600484 -8.013128 -0.174433 0.0 0.0 0.0 0.19
H 2.493126 3.367859 -2.261257 -0.2 0.2 -0.1 0.92
H -2.680499 -1.677188 2.217880 0.0 0.0 0.0 0.24
H -1.130532 -2.283442 -4.683235 0.0 0.0 0.0 0.43
H -1.735732 -1.357136 7.276701 0.0 0.0 0.0 0.40
H 0.724873 -1.308576 6.959123 -0.1 0.0 0.0 0.41
H -1.440774 -2.453026 -2.959224 0.0 0.0 0.0 0.15
H 3.038887 -6.232150 -3.578351 0.0 0.1 0.0 0.41
H -4.198870 5.309125 0.512346 0.1 0.0 0.0 0.33
H 3.717442 0.923806 -2.274119 0.0 0.0 0.0 0.60
H 2.436228 -1.486983 3.795030 0.0 0.0 0.0 0.20
H -2.854295 2.736591 2.096846 0.0 0.0 -0.1 0.54
H 0.978471 -3.972028 3.533968 0.0 0.0 -0.1 0.48
H -1.777851 4.237490 -3.889543 0.0 0.0 0.0 0.35
H 1.189058 -6.316374 -5.227348 0.0 0.0 0.0 0.40
H -3.059325 5.097245 1.839547 0.0 0.0 -0.1 0.54
H -4.381375 2.807480 1.205379 0.0 0.0 0.0 0.47
H -1.351600 2.741216 -2.126125 -0.1 -0.1 0.0 0.22
H 2.507030 2.591412 1.541784 0.0 0.0 0.0 0.58
H 1.329104 6.945302 -0.226290 0.0 -0.1 -0.1 0.45
H -1.976118 5.955024 -3.692150 0.0 0.0 0.0 0.53
H -0.764555 2.682806 0.389830 0.0 -0.1 0.0 -0.53
H 2.414623 -5.740151 4.571210 0.0 0.0 0.0 0.39
H 1.313667 -5.892152 -0.126457 0.0 0.0 0.1 0.33
H -3.226755 -1.081131 5.320056 0.1 0.0 0.0 0.42
H -3.633830 -1.709210 -0.982347 0.0 0.1 0.0 0.47
H -3.527608 -0.370684 3.029929 0.0 0.0 0.0 0.45
H -0.903211 4.087399 1.407022 0.0 -0.1 0.0 0.74
H -0.442731 0.964744 -0.828210 -0.1 0.0 0.0 0.18
H -2.136263 -0.014705 1.998983 0.0 0.0 0.0 -0.37
H 2.457648 0.096735 4.553033 0.0 0.0 0.0 0.27
H -0.841684 6.914380 -1.407352 0.1 0.0 0.0 0.52
H -2.807135 2.450772 -3.087682 -0.1 -0.1 0.0 0.59
H -3.880142 4.871955 -2.798329 -0.1 0.0 0.0 0.39
H 3.846824 2.808559 -0.585601 -0.1 -0.4 0.1 1.06
H -0.485776 -4.499178 -5.281077 0.0 0.0 0.0 0.41
H 3.363248 -8.603439 1.266347 0.0 0.0 0.0 0.23
H 4.124300 -5.235588 -1.736391 0.0 0.0 0.0 0.42
H 4.191906 -3.484610 -1.989544 -0.1 0.0 0.0 0.35